(1)
40
Properties=species:S:1:pos:R:3 method="wB97M-V/def2-TZVPD" homo_energy_ev=-10.25 smiles=BrCCBr.BrCCBr.BrCCBr.BrCCBr.BrCCBr e_lumo_ev=0.302 e_above_lowest_kj_mol=84.85
Br 0.66527 -3.86257 4.07169
C 1.99970 -4.37336 2.76442
C 2.09392 -3.33502 1.65792
Br 3.40901 -4.01867 0.29902
H 1.67904 -5.31474 2.32629
H 2.92628 -4.55152 3.29975
H 2.25983 -2.34308 2.06656
H 1.18925 -3.37746 1.06736
Br -0.50698 -1.87927 -5.16858
C 1.11947 -0.84064 -5.34029
C 2.20532 -1.59097 -4.61803
Br 3.89732 -0.56683 -4.77193
H 0.92579 0.10429 -4.83812
H 1.31885 -0.65410 -6.38839
H 2.39204 -2.53370 -5.12956
H 2.05753 -1.80645 -3.56699
Br 1.94879 1.08769 1.94882
C 1.73171 2.97735 2.23243
C 2.33590 3.34379 3.58530
Br 1.49942 5.02894 4.21457
H 0.66101 3.13274 2.31358
H 2.20513 3.61408 1.49119
H 3.36769 3.66782 3.57321
H 2.08870 2.58440 4.31808
Br -7.22558 2.16673 -0.77767
C -5.64842 1.51712 0.15559
C -4.75441 2.64839 0.63525
Br -3.18207 1.81996 1.50154
H -5.08389 0.83828 -0.47938
H -5.99404 0.90721 0.98523
H -5.24276 3.23598 1.40958
H -4.47358 3.37361 -0.12267
Br -1.12323 -1.63145 1.13749
C -0.32670 -0.91962 -0.52657
C -0.58955 0.56673 -0.67078
Br 0.21996 1.37632 -2.25865
H -0.74839 -1.44235 -1.37714
H 0.76465 -0.95863 -0.52881
H -0.39999 1.21553 0.18536
H -1.66197 0.79346 -0.67667

=====

(2)
34
Properties=species:S:1:pos:R:3 method="wB97M-V/def2-TZVPD" homo_energy_ev=-9.37 e_lumo_ev=0.717 e_above_lowest_kj_mol=352.93
C -4.20744 -0.92827 -0.23627
C -5.00919 -0.12371 0.75510
C -2.73819 -1.32677 0.31766
C -4.95691 1.51662 0.74614
C -1.67757 -0.69562 -0.44085
C 5.39996 1.06312 0.13944
C 4.05341 0.26868 0.38906
C 2.96874 1.09236 -0.21805
C 1.65126 0.23718 0.02978
C 0.22977 0.70049 -0.57392
N -0.81110 0.06775 0.04993
O -3.64712 2.09066 0.83275
O -2.98397 1.84588 -0.44547
Cl -1.38464 -1.53209 -2.04198
H -4.83592 -1.81185 -0.46927
H -4.24996 -0.36491 -1.22428
H -6.02777 -0.38096 0.75654
H -4.77659 -0.37185 1.78052
H -2.87922 -1.00951 1.40389
H -2.61892 -2.38372 0.12478
H -5.44233 1.94166 -0.10999
H -5.53669 1.60228 1.69059
H 5.43506 1.45741 -0.89944
H 5.46775 2.02374 0.64181
H 6.30677 0.42545 0.50026
H 3.87077 0.16153 1.50872
H 3.98973 -0.80200 0.02984
H 2.99707 1.22560 -1.35627
H 2.91126 2.15660 0.14679
H 1.59559 -0.00123 1.12377
H 1.90727 -0.69765 -0.33141
H 0.07064 0.54694 -1.67199
H 0.03226 1.81313 -0.49101
H -2.20450 1.99106 -0.07948

=====

(3)
35
Properties=species:S:1:pos:R:3 method="wB97M-V/def2-TZVPD" s2=3.757 homo_energy_ev="-5.53 / -5.54" spin_multiplicity=4 e_lumo_ev="-0.073 / -0.017" e_above_lowest_kj_mol=0.00
C -0.06370 -2.92501 -1.87626
C 1.24634 -2.73564 -2.41054
C 2.20149 -2.94444 -1.37245
C 1.48394 -3.29997 -0.20189
C 0.06613 -3.24021 -0.47997
Er -1.99752 -0.58503 -0.10814
P -3.92728 -1.88803 -1.66533
H -1.07020 -2.89024 -2.36637
H 1.48732 -2.53207 -3.43268
H 3.29391 -2.90622 -1.47163
H -0.80112 -3.52624 0.13360
H 1.93752 -3.62677 0.72729
H -4.77335 -2.88607 -1.01014
H -4.17566 -2.31687 -3.02872
H -4.90599 -0.80045 -1.63928
C 2.60384 0.49098 0.66721
N 1.62725 1.53115 0.96848
C 2.15247 2.83424 1.44872
C 0.34806 1.31198 0.71775
O -0.01217 0.14598 0.19898
N -0.66454 2.17671 0.92052
C -0.67432 3.39257 1.71922
C -1.94058 1.59487 0.39967
H 3.59590 0.85774 1.00832
H 2.63535 0.27212 -0.42347
H 2.34156 -0.44816 1.20291
H 1.90959 3.64714 0.73048
H 1.75084 3.08229 2.43552
H 3.23435 2.74201 1.51714
H -0.10882 4.17224 1.21895
H -1.70892 3.71597 1.79501
H -0.30132 3.22338 2.73430
H -1.77272 1.28904 -0.74410
H -2.28152 0.76097 1.24420
H -2.73612 2.31002 0.44267

=====

(4)
36
Properties=species:S:1:pos:R:3 method="wB97M-V/def2-TZVPD" homo_energy_ev=-13.53 smiles=CC[C@H](I)[N@H+](CC(C)C)C[C@H](O)C(F)(F)F e_lumo_ev=-3.538 charge=+1 e_above_lowest_kj_mol=0.00
C 0.95947 -3.33679 0.31048
C 0.19026 -2.43871 1.38580
C -0.84991 -1.38548 0.81147
I -2.29114 -2.26079 -0.61370
N -0.26943 -0.09864 0.28938
C 0.54558 -0.22771 -0.96857
C 0.03509 0.75310 -2.15765
C 1.26121 1.61884 -2.76617
C -0.54976 -0.09806 -3.40478
C 0.41604 0.73877 1.36581
C -0.51801 1.95152 1.88181
O 0.38147 3.00120 2.30083
C -1.42841 1.57090 3.13145
F -1.13602 0.34482 3.72394
F -2.81009 1.68183 2.86737
F -1.18583 2.54364 4.12572
H 0.49132 -3.37759 -0.71753
H 1.99742 -2.86536 0.16382
H 1.13232 -4.36516 0.75708
H 0.97243 -2.01386 2.09023
H -0.42578 -3.16677 2.02491
H -1.51517 -1.08358 1.69726
H -1.09215 0.48283 0.02084
H 0.50362 -1.27155 -1.43173
H 1.65001 0.00470 -0.83324
H -0.75102 1.49726 -1.81737
H 1.40489 2.54077 -2.09620
H 2.18854 0.95674 -2.79318
H 1.01938 2.03837 -3.79935
H -0.14985 -1.15706 -3.45179
H -1.69326 -0.10932 -3.42630
H -0.24281 0.40165 -4.38983
H 0.81246 0.12178 2.22403
H 1.32745 1.25517 0.90205
H -1.20602 2.35827 1.06861
H 0.82573 3.39429 1.52449

=====

(5)
42
Properties=species:S:1:pos:R:3 method="wB97M-V/def2-TZVPD" homo_energy_ev=-11.15 e_lumo_ev=-4.038 charge=+1 e_above_lowest_kj_mol=61.40
Hf -0.19845 -0.21596 0.34511
Se 0.07326 1.57830 2.21930
Se -2.07940 0.83066 2.87668
Se -1.79247 -1.45382 2.89690
Se -2.01338 -1.99103 0.59671
C 2.23642 -1.40760 3.17001
P 1.94084 -1.56739 1.37131
C 2.33362 -3.33530 1.10323
C 3.43631 -0.67278 0.72691
C 3.29510 -0.10420 -0.68668
P 1.96030 1.18870 -0.81941
C 2.77860 2.61985 -0.00470
C 2.09361 1.66584 -2.58556
H 3.25073 -1.72524 3.41098
H 1.52850 -2.02985 3.71704
H 2.10390 -0.37158 3.48195
H 3.30555 -3.56104 1.54509
H 2.34991 -3.57144 0.03992
H 1.56310 -3.94154 1.58385
H 4.28398 -1.36548 0.75667
H 3.65182 0.13989 1.42904
H 3.07627 -0.89913 -1.40405
H 4.24628 0.35243 -0.97924
H 3.76887 2.79978 -0.41869
H 2.85298 2.45023 1.06939
H 2.15966 3.50501 -0.14848
H 3.13682 1.67524 -2.89761
H 1.66596 2.66010 -2.71081
H 1.54909 0.96616 -3.21485
C -1.73359 2.68867 -0.71301
O -1.53037 1.26505 -0.86944
H -2.66853 2.99087 -1.18435
H -0.90117 3.24454 -1.15211
H -1.79017 2.90054 0.35556
H -1.68354 1.06175 -1.80894
O 0.27824 -0.74441 -1.47282
N -0.06087 -2.02841 -1.73859
C 0.47365 -2.59067 -2.76906
C 1.46162 -1.93935 -3.56325
N 2.28659 -1.32870 -4.07191
C 0.12598 -3.92277 -3.11776
N -0.12393 -4.99593 -3.42256

=====

(6)
36
Properties=species:S:1:pos:R:3 method="wB97M-V/def2-TZVPD" s2=0.759 homo_energy_ev="-10.99 / -10.45" spin_multiplicity=2 e_lumo_ev="-2.320 / -6.611" charge=+1
Hg 1.38124 -3.34604 1.53188
S -1.11502 -1.73425 3.02993
C -1.18895 -0.05109 2.90409
N -2.29481 0.51546 2.42741
C -2.43479 1.91298 2.06875
C -1.07468 2.60689 2.08923
C -0.29853 2.15785 3.32370
N -0.15760 0.71880 3.25467
H -3.07103 -0.09728 2.23066
H -3.13117 2.39898 2.75676
H -2.86702 1.96178 1.06431
H -1.21007 3.68592 2.10075
H -0.50966 2.33173 1.19534
H -0.83761 2.42826 4.23841
H 0.69370 2.60662 3.35681
H 0.64272 0.27490 3.67410
C 2.31086 -1.16711 -1.44653
C 2.13275 -0.16523 -2.63965
N 0.73374 -0.10234 -2.97238
C 0.26998 -1.37939 -3.44645
C 0.47282 -2.42637 -2.29254
N 1.01671 -1.73980 -1.14015
C 0.10829 -0.70985 -0.69441
C -0.05340 0.33699 -1.85012
H 2.68552 -0.65121 -0.56188
H 3.00759 -1.96624 -1.70404
H 2.68963 -0.50217 -3.51377
H 2.48730 0.83014 -2.37034
H 0.83621 -1.66528 -4.33247
H -0.78107 -1.29373 -3.72108
H 1.15890 -3.21720 -2.59639
H -0.47896 -2.87944 -2.01845
H 0.52115 -0.24009 0.19967
H -0.84541 -1.17727 -0.44052
H 0.29565 1.32292 -1.54257
H -1.09496 0.42118 -2.16273

=====

(7)
40
Properties=species:S:1:pos:R:3 method="wB97M-V/def2-TZVPD" homo_energy_ev=-8.70 e_lumo_ev=0.156
C -1.55212 -4.11231 1.04580
C -1.57313 -2.82292 0.20548
I -2.52277 -3.17759 -1.69084
C -2.04009 -1.57790 1.00871
I -3.00778 -0.04117 -0.10757
O -2.75069 -1.86194 2.20763
C -4.08402 -2.09352 2.18940
O -4.81284 -1.78925 3.06375
O -4.41134 -2.78827 1.08610
S -6.08222 -2.88443 0.78862
H -1.63726 -4.99593 0.40429
H -2.36994 -4.15336 1.76918
H -0.59598 -4.18963 1.58478
H -0.54647 -2.59070 -0.09832
H -1.13116 -1.07764 1.35924
H -5.82713 -3.48756 -0.37978
C 0.73808 1.26863 -4.00547
C 0.34461 1.42964 -2.55488
O -0.24496 0.54238 -1.95087
N 0.68200 2.58395 -1.93809
C 1.42417 3.70603 -2.47084
H 0.39762 0.29161 -4.33560
H 0.27839 2.03799 -4.62706
H 1.82051 1.33183 -4.12324
H 0.40080 2.62497 -0.97062
H 2.34700 3.84523 -1.90688
H 0.83221 4.62164 -2.42238
H 1.68118 3.52160 -3.50925
C 1.84057 0.65115 0.76496
C 2.90199 1.72508 0.66872
O 3.12853 2.32126 -0.37254
N 3.59994 2.01682 1.79864
C 3.46814 1.42462 3.11287
H 1.37300 0.53138 -0.20968
H 2.27509 -0.30163 1.07169
H 1.07427 0.93367 1.48978
H 4.29017 2.74083 1.67046
H 3.19714 2.17639 3.85603
H 4.40164 0.95384 3.42583
H 2.69283 0.66523 3.10194

=====

(8)
31
Properties=species:S:1:pos:R:3 method="wB97M-V/def2-TZVPD" homo_energy_ev=-13.73 e_lumo_ev=-2.656 charge=+1 e_above_lowest_kj_mol=0.00
C -0.96565 0.35109 -1.64694
C -0.74068 1.63743 -1.59635
C 0.38360 2.06386 -0.67975
C 0.45590 -0.34560 -0.30718
C -1.45918 2.69745 -2.36657
C 0.98344 -1.96455 1.52723
C -0.43124 -2.63920 -0.40422
C -1.34295 -1.04752 1.29784
C 1.92491 1.17407 0.98598
C -0.08652 -1.47760 0.53570
N 0.62579 0.97953 0.31642
H -1.59357 -0.34265 -2.14692
H 1.29499 2.20117 -1.27059
H 0.16234 3.00117 -0.16486
H 1.29302 -0.59813 -0.94661
H -0.75159 3.29204 -2.94184
H -1.98706 3.36598 -1.68814
H -2.17749 2.25113 -3.04697
H 0.67204 -2.91311 1.95542
H 1.12001 -1.27166 2.35443
H 1.93701 -2.12249 1.02951
H -0.75648 -3.49710 0.17711
H -1.23424 -2.37069 -1.08230
H 0.43345 -2.93636 -0.99091
H -2.07497 -0.61085 0.62178
H -1.12347 -0.33943 2.09801
H -1.79650 -1.91665 1.76551
H 2.01687 2.20398 1.33545
H 2.01963 0.50423 1.84036
H 2.73412 0.96203 0.28465
H -0.12587 1.02918 1.01688